7 unconnected molecules or ions with the total composition C2H17O6S at a distorted geometry. Source: the Open Molecules 2025 dataset; level of theory: wB97M-V/def2-TZVPD.

Structure (XYZ):
```
26
Properties=species:S:1:pos:R:3
C -1.49089 -1.71936 -1.74998
C -0.53753 -0.59511 -1.46700
S -1.43789 0.96210 -1.95035
H -1.54769 -2.40870 -0.89632
H -1.37803 -2.48264 -2.50272
H -2.52809 -1.34185 -1.74387
H 0.39740 -0.80354 -2.02409
H -0.22246 -0.53589 -0.42943
H -2.41509 1.08277 0.58315
H -2.12829 2.05699 1.69832
O -2.57896 1.22308 1.52787
H -0.48361 2.09629 -0.49048
H 0.42188 3.33854 -0.05623
O 0.19444 2.43765 0.18505
H 1.51713 -2.16218 0.65892
H 1.06947 -2.39919 2.15401
O 1.60067 -2.75178 1.44003
H -1.20761 -0.14873 2.61937
H -0.22010 -1.31594 2.70650
O -0.25364 -0.36504 2.54876
H 1.40845 1.35367 0.50335
H 1.46814 0.46400 1.73785
O 2.04097 0.78808 1.03217
H 3.03586 -0.06758 -0.28607
H 2.83434 -0.89950 -1.52424
O 3.37795 -0.87215 -0.72744
```

Values from the calculation:
ΔE to the lowest compared entry with this formula, charge and spin = 31.9 kcal per mole
Charge = -1
Gap between HOMO and LUMO = 6.727 eV

natural (NBO) population analysis, charges in e, atoms 1 to 4: -0.64 -0.52 -0.67 0.18